[1]
42
Properties=species:S:1:pos:R:3:forces:R:3 method="wB97M-V/def2-TZVPD" de_lowest_ev=0.000 homo_ev=-14.6 lumo_ev=-7.89 max_force_ev_per_a=0.21 total_charge=+2 total_energy_ha=-2344.92798 orbital_gap_ev=6.69
Ir -0.85394 0.34882 -0.76820 0.096 -0.127 0.010
F 4.94460 -0.32263 2.32566 -0.006 0.000 -0.002
C 3.66162 -0.10495 2.13346 0.025 -0.003 0.006
C 3.18360 0.13799 0.85400 -0.001 -0.005 -0.030
F 3.98908 0.14633 -0.19528 -0.001 0.005 0.015
C 1.83240 0.35610 0.70700 0.044 -0.035 -0.093
F 1.34915 0.58805 -0.58523 -0.011 -0.019 0.063
C 0.92025 0.32953 1.73277 -0.040 -0.043 0.054
S -0.81169 0.58907 1.48424 -0.056 0.045 0.017
C 1.42334 0.07997 3.00299 -0.002 -0.003 0.012
F 0.59064 0.04599 4.03419 0.000 -0.002 -0.002
C 2.77847 -0.12972 3.20735 0.006 0.000 0.022
F 3.23264 -0.36499 4.41962 0.000 -0.001 0.000
C -1.99528 5.43719 -0.71046 -0.006 -0.012 0.000
C -2.80681 4.20575 -0.83031 0.009 0.002 -0.023
N -4.09448 4.12560 -0.89592 -0.005 -0.017 -0.010
N -4.37982 2.79219 -0.98425 -0.032 0.022 -0.005
C -3.29901 2.03657 -0.97676 0.022 -0.027 0.025
S -3.09052 0.32916 -1.04484 -0.051 0.051 -0.099
N -2.28159 2.91419 -0.88445 0.011 0.036 0.021
N -0.94058 2.48354 -0.85429 -0.104 0.022 -0.060
H -2.66686 6.29188 -0.72369 0.000 0.000 0.002
H -1.29563 5.53340 -1.54239 -0.001 0.002 0.000
H -1.43859 5.44899 0.22837 0.003 0.001 -0.003
H -5.34464 2.49460 -1.04237 0.000 -0.004 0.001
H -0.51294 2.84013 0.00624 0.013 -0.013 -0.001
H -0.45351 2.87240 -1.66425 0.016 0.050 0.027
N -1.29154 -3.71402 -0.00909 0.016 -0.018 -0.012
C -1.71205 -2.46500 -0.17442 -0.003 0.012 0.144
N -0.75822 -1.68250 -0.66206 0.121 -0.022 0.090
C 0.37948 -2.50314 -0.82011 -0.042 0.005 -0.204
C 1.64372 -2.25952 -1.36115 -0.021 0.007 -0.015
C 2.52987 -3.31490 -1.39437 0.015 -0.002 -0.003
C 2.18216 -4.59385 -0.92876 0.017 0.005 -0.003
C 0.92408 -4.85823 -0.43706 -0.012 0.000 0.002
C 0.03784 -3.78716 -0.40124 -0.019 -0.001 0.023
H -1.85906 -4.47316 0.33663 0.004 0.000 0.006
H -2.70703 -2.15147 0.09600 0.009 0.054 -0.001
H 1.92538 -1.30637 -1.78226 -0.007 0.030 0.025
H 3.51604 -3.15916 -1.81036 -0.004 -0.001 0.004
H 2.91200 -5.38974 -0.97908 -0.003 0.001 -0.002
H 0.63741 -5.84692 -0.10586 0.000 0.003 0.000

---

[2]
84
Properties=species:S:1:pos:R:3:forces:R:3 method="wB97M-V/def2-TZVPD" de_lowest_ev=5.397 homo_ev=-10.7 lumo_ev=0.02 max_force_ev_per_a=6.88 total_charge=0 total_energy_ha=-3581.93398 orbital_gap_ev=10.69
O 17.34359 24.50428 -31.37119 2.643 3.401 0.359
C 18.16595 25.41162 -31.23452 -2.389 -0.328 -1.113
O 18.17607 26.68861 -31.81710 -2.558 -2.706 -1.256
C 19.28274 27.49060 -31.45871 -2.528 -0.764 -1.923
C 20.01315 26.51760 -30.61120 1.143 0.940 -1.888
F 20.19374 27.28212 -29.55133 1.157 -0.365 3.511
O 19.24445 25.36385 -30.44821 0.751 0.064 0.947
H 19.76345 27.82167 -32.37926 0.251 -0.027 0.203
H 18.75534 28.31013 -30.97053 1.090 0.300 0.536
H 20.95152 26.25061 -31.09728 0.329 -0.322 0.675
O 15.16784 31.50307 -28.17461 1.247 -1.799 -0.049
C 15.36912 30.30598 -28.10169 -2.418 3.640 0.502
O 16.30617 29.61479 -28.68590 1.620 -1.182 -0.315
C 15.96115 28.18300 -28.72098 -1.847 2.357 -1.017
C 14.82129 28.18496 -27.67071 0.658 -0.216 -1.100
F 15.39074 27.56556 -26.61573 -0.776 0.138 1.221
O 14.43937 29.55974 -27.42161 1.751 -2.745 -0.679
H 15.51491 28.09992 -29.71197 0.020 -0.432 -0.124
H 16.79100 27.47950 -28.65344 0.023 0.436 0.833
H 13.95179 27.67316 -28.08319 -0.159 -0.243 0.805
O 18.39800 25.96423 -27.15263 1.456 -3.715 -0.987
C 18.65105 24.78950 -27.50945 -3.037 5.238 0.557
O 17.71909 24.05309 -28.07089 -2.602 -0.434 -0.157
C 18.04354 22.65881 -28.08519 1.101 0.750 0.002
C 19.58292 22.88440 -28.05490 -0.623 -1.509 0.581
F 19.98197 23.03505 -29.31419 0.874 -0.567 -1.759
O 19.76282 24.14184 -27.49306 2.248 -0.114 1.623
H 17.58059 22.14165 -27.24476 0.323 0.062 0.123
H 17.67195 22.22226 -29.01225 0.386 0.064 0.061
H 20.22619 22.18457 -27.52148 -0.232 -0.149 -0.149
O 21.75457 31.97787 -26.00852 -1.251 -2.467 0.879
C 21.71043 30.75591 -26.09369 -1.110 6.413 -0.198
O 22.71204 30.16513 -26.62078 3.778 -1.144 -0.659
C 22.55488 28.80451 -26.39196 -1.611 -1.873 -1.944
C 21.00500 28.83007 -26.64617 1.336 -3.566 0.747
F 20.36070 27.78717 -26.09557 -0.210 -0.757 0.439
O 20.67725 29.91914 -25.92441 -1.209 2.463 0.750
H 23.00720 28.20434 -27.18146 0.427 0.234 0.193
H 22.88123 28.49398 -25.39940 -0.297 -0.007 0.037
H 20.70709 28.79533 -27.69409 0.192 0.761 -0.177
O 18.98989 19.69205 -28.34660 -0.184 -2.103 -0.391
C 18.50475 18.61036 -28.64840 0.112 3.571 0.537
O 18.10938 17.69429 -27.80393 -1.082 -0.472 1.763
C 17.26125 16.73589 -28.42892 1.578 -1.748 -0.538
C 17.38287 17.10293 -29.95476 1.343 0.428 3.362
F 16.21622 17.56097 -30.30369 -2.662 -0.148 -1.827
O 18.15396 18.30464 -29.87772 0.875 -1.097 -1.902
H 17.67608 15.79142 -28.07680 0.452 -0.303 -0.823
H 16.22879 16.56704 -28.12297 -0.218 1.534 0.174
H 17.80402 16.30244 -30.56298 -0.034 0.520 -0.477
O 21.34047 17.14080 -30.87664 0.486 2.740 0.804
C 21.68185 18.26438 -30.52525 -4.594 -2.174 -4.640
O 21.09291 19.47724 -31.08188 2.220 -2.367 1.846
C 21.91562 20.50897 -30.51007 -0.364 0.945 -1.785
C 22.68308 19.86867 -29.38143 0.812 0.646 -2.111
F 22.04047 20.10305 -28.29903 -2.151 0.404 4.166
O 22.59021 18.50485 -29.68080 2.793 0.403 2.204
H 22.58894 20.90964 -31.26782 0.118 -0.182 -0.216
H 21.23605 21.32158 -30.25325 0.289 -0.113 0.621
H 23.70439 20.17929 -29.16110 0.294 -0.321 -0.864
O 15.88173 20.03889 -28.08855 -2.229 -1.370 1.247
C 15.00673 19.37908 -27.55710 1.131 -0.467 -0.866
O 14.60323 19.40468 -26.27800 1.037 1.238 0.095
C 13.42851 18.67674 -26.20015 -2.068 -1.409 2.117
C 13.52981 17.55795 -27.21378 0.850 2.462 -0.059
F 12.33071 17.24508 -27.71898 -0.081 0.000 -0.430
O 14.31905 18.34183 -28.14413 0.537 -0.688 -1.678
H 13.24576 18.27133 -25.20500 0.564 0.215 0.233
H 12.55478 19.30261 -26.38174 0.012 0.042 -0.535
H 14.03669 16.63574 -26.92970 0.154 0.104 -0.067
C 14.88130 24.31918 -26.73012 -0.120 -0.637 -0.877
N 13.41185 24.50477 -26.48872 0.958 -1.244 1.960
O 12.63910 23.53022 -26.46501 1.047 1.837 -0.569
O 13.21107 25.62818 -26.09952 -1.851 0.445 -0.334
H 15.45520 25.04498 -26.15397 -0.400 -0.180 0.123
H 15.01599 24.58108 -27.77959 0.250 -0.433 -0.037
H 15.11767 23.28201 -26.49235 0.105 0.147 -0.319
C 16.42584 20.55917 -32.11567 -0.366 -0.361 0.338
N 16.87112 21.18368 -33.38441 1.994 1.855 2.223
O 16.52392 20.61205 -34.36816 -0.405 -0.056 -1.658
O 17.65080 22.14129 -33.29525 -1.086 -0.952 -0.676
H 15.42859 20.90581 -31.84466 -0.251 -0.324 -0.665
H 16.99210 20.80994 -31.21869 0.693 -0.045 -0.636
H 16.49783 19.52672 -32.45767 -0.503 -0.169 1.079

---

[3]
19
Properties=species:S:1:pos:R:3:forces:R:3 method="wB97M-V/def2-TZVPD" de_lowest_ev=3.091 homo_ev=-9.5 lumo_ev=0.51 max_force_ev_per_a=5.97 total_charge=0 total_energy_ha=-531.44548 orbital_gap_ev=10.01
C 0.89795 1.16618 -3.00521 -1.898 0.725 1.110
N 0.25368 0.97352 -1.65410 1.597 -4.149 -3.991
C 0.19898 -0.23704 -1.04312 -2.160 1.487 0.819
O 0.32594 -1.34941 -1.50580 0.921 0.702 -1.400
C -0.21304 -0.23081 0.42950 1.881 -2.105 0.138
C -0.28298 -1.65023 0.83959 -2.157 -0.782 4.142
C -1.09192 -1.72930 1.97004 1.282 2.511 -2.153
C -1.49897 -0.29843 2.33881 -0.473 -2.917 -0.278
O -2.09594 0.11878 3.27781 -0.410 0.093 1.021
N -0.97689 0.52140 1.36925 -0.557 3.050 -2.114
C 0.43118 0.60939 1.49797 0.437 -3.049 1.040
H 0.37530 2.03382 -3.48937 0.599 -0.935 0.274
H 1.91283 1.38982 -2.81691 1.222 0.410 -0.145
H 0.84129 0.27742 -3.60143 -0.299 -0.405 -0.184
H 0.13272 1.79166 -1.22305 -0.767 3.294 2.676
H 0.29176 -2.44609 0.40426 -0.175 -0.030 -0.140
H -1.33440 -2.44211 2.69421 -0.073 -1.531 0.440
H 0.93916 0.05119 2.30094 -0.437 0.288 -0.317
H 0.89336 1.45026 1.21665 1.467 3.344 -0.937